Arrangement A

17
Properties=species:S:1:pos:R:3:nbo_charge:R:1 method="wB97M-V/def2-TZVPD" gap_ev=9.783
C -1.979 0.003 0.007 0.862
C 1.606 -0.062 -0.768 -0.446
C 1.688 -0.032 0.734 -0.403
C -0.423 -1.661 -0.019 -0.065
C 0.332 -0.286 0.084 0.106
N -0.752 0.646 -0.074 -0.319
N -0.678 2.033 0.055 -0.643
O -3.046 0.496 -0.090 -0.606
O -1.807 -1.330 0.053 -0.487
H 1.878 0.812 -1.287 0.229
H 2.180 -0.887 -1.182 0.208
H 1.989 -0.841 1.169 0.199
H 1.791 0.952 1.277 0.226
H -0.157 -2.117 -0.984 0.193
H -0.234 -2.358 0.816 0.195
H -1.034 2.283 1.008 0.363
H -1.353 2.350 -0.801 0.388

=====

Arrangement B

17
Properties=species:S:1:pos:R:3:nbo_charge:R:1 method="wB97M-V/def2-TZVPD" gap_ev=7.949
C 1.147 -0.381 -1.674 -0.605
C 0.536 0.091 0.980 0.321
C -1.134 -0.773 0.626 0.644
C 0.107 1.212 0.210 0.336
N -1.019 -1.857 1.403 -0.828
N -0.794 2.167 0.049 -0.682
C 1.182 0.583 -0.514 -0.374
O 1.051 -0.295 2.032 -0.728
O -2.069 -0.472 -0.078 -0.630
H -1.800 -2.486 1.509 0.402
H -0.210 -1.892 2.020 0.443
H -1.013 2.462 -0.895 0.406
H -1.491 2.307 0.769 0.417
H 2.061 1.236 -0.521 0.238
H 2.093 -0.926 -1.730 0.221
H 0.343 -1.110 -1.557 0.219
H 1.011 0.132 -2.630 0.200

=====

Least stable of them? arrangement B.

=====

Arrangement A

17
Properties=species:S:1:pos:R:3:nbo_charge:R:1 method="wB97M-V/def2-TZVPD" gap_ev=10.404
C 0.849 1.895 0.121 -0.644
C -0.186 0.977 0.576 -0.051
C -0.917 0.162 -0.558 -0.199
C 1.853 -1.896 -0.218 -0.077
C -2.344 -0.411 -0.190 0.765
H 1.721 1.757 0.692 0.225
H 0.530 2.980 0.272 0.228
H 1.055 1.952 -1.013 0.235
H -0.615 1.108 1.617 0.237
H -0.581 0.409 -1.598 0.257
H 1.575 -2.601 0.532 0.177
H 2.640 -2.092 -1.022 0.202
H -1.292 -1.712 0.631 0.509
N 0.086 -0.461 0.395 -0.338
N 1.311 -0.754 -0.401 -0.281
O -2.257 -1.375 0.774 -0.674
O -3.427 0.062 -0.610 -0.571

=====

Arrangement B

17
Properties=species:S:1:pos:R:3:nbo_charge:R:1 method="wB97M-V/def2-TZVPD" gap_ev=9.330
C -0.451 0.994 1.713 -0.641
C -1.659 -1.074 0.646 0.777
C 0.241 0.029 -0.560 0.343
C -0.421 0.036 0.579 -0.170
N 0.445 -0.823 -1.581 -0.832
C 2.381 1.220 -0.931 -0.063
O -1.783 -1.965 -0.386 -0.728
N 1.236 1.298 -0.429 -0.423
O -2.416 -1.141 1.585 -0.611
H -2.541 -2.543 -0.192 0.503
H 0.017 -1.734 -1.534 0.421
H 0.542 -0.427 -2.504 0.395
H -1.403 0.915 2.233 0.242
H 0.357 0.770 2.411 0.219
H -0.318 2.009 1.344 0.243
H 2.781 0.317 -1.412 0.150
H 2.993 2.118 -0.985 0.175

=====

Least stable of them? arrangement A.

=====

Arrangement A

17
Properties=species:S:1:pos:R:3:nbo_charge:R:1 method="wB97M-V/def2-TZVPD" gap_ev=8.661
C 1.139 -1.370 0.311 -0.646
C 0.395 -0.382 1.149 -0.146
C 0.017 0.971 0.718 -0.253
C 0.266 1.298 -0.760 -0.446
C -0.806 0.523 -1.485 -0.200
C -1.613 -0.108 -0.625 -0.227
C -1.261 0.153 0.803 -0.340
H 2.154 -0.992 0.145 0.217
H 1.213 -2.350 0.796 0.219
H 0.662 -1.503 -0.665 0.234
H 0.596 -0.439 2.226 0.221
H 0.190 1.776 1.425 0.217
H 1.279 1.011 -1.084 0.213
H 0.179 2.376 -0.937 0.222
H -0.880 0.503 -2.570 0.212
H -2.472 -0.710 -0.914 0.216
H -1.060 -0.756 1.467 0.288

=====

Arrangement B

17
Properties=species:S:1:pos:R:3:nbo_charge:R:1 method="wB97M-V/def2-TZVPD" gap_ev=10.313
C 2.212 0.418 -0.084 -0.608
C 1.040 -0.416 0.454 -0.370
C -0.381 -0.052 0.005 -0.148
C -0.968 -0.910 -1.099 -0.393
C -1.503 -1.040 0.288 -0.384
C -0.913 1.287 0.201 0.000
C -1.576 2.259 0.468 -0.252
H 2.193 0.534 -1.173 0.207
H 3.156 -0.083 0.170 0.211
H 2.248 1.416 0.364 0.212
H 1.201 -1.456 0.142 0.200
H 1.087 -0.414 1.549 0.205
H -1.588 -0.458 -1.867 0.226
H -0.328 -1.717 -1.443 0.215
H -1.280 -1.901 0.906 0.215
H -2.478 -0.594 0.466 0.228
H -2.165 3.121 0.693 0.235

=====

Arrangement C

17
Properties=species:S:1:pos:R:3:nbo_charge:R:1 method="wB97M-V/def2-TZVPD" gap_ev=10.006
C 1.029 1.033 0.419 -0.448
C 1.423 -0.354 0.736 -0.199
C 0.628 -1.404 0.450 -0.194
C -0.681 -1.067 -0.248 -0.258
C -0.374 -0.072 -1.423 -0.394
C -0.323 1.031 -0.306 -0.208
C -1.319 0.179 0.496 -0.392
H 0.908 1.643 1.350 0.216
H 1.765 1.541 -0.218 0.217
H 2.348 -0.542 1.316 0.206
H 0.904 -2.437 0.700 0.216
H -1.380 -1.913 -0.405 0.211
H -1.253 0.035 -2.098 0.210
H 0.576 -0.239 -1.964 0.206
H -0.598 2.081 -0.554 0.204
H -2.349 0.310 0.154 0.203
H -1.302 0.177 1.596 0.203

=====

Arrangement D

17
Properties=species:S:1:pos:R:3:nbo_charge:R:1 method="wB97M-V/def2-TZVPD" gap_ev=9.841
C 1.817 0.697 0.374 -0.653
C 0.364 1.006 0.145 -0.010
C -0.069 2.238 -0.105 -0.387
C -1.620 -0.201 0.958 -0.369
C -0.575 -0.146 0.131 -0.071
C -0.250 -1.194 -0.863 -0.216
C -0.623 -2.464 -0.827 -0.358
H 2.112 1.003 1.375 0.228
H 2.478 1.234 -0.312 0.219
H 2.090 -0.344 0.202 0.222
H -1.122 2.441 -0.243 0.203
H 0.620 3.073 -0.156 0.194
H -2.310 -1.027 0.907 0.197
H -1.741 0.585 1.689 0.206
H 0.340 -0.836 -1.698 0.204
H -0.304 -3.196 -1.558 0.201
H -1.206 -2.869 -0.019 0.189

=====

Least stable of them? arrangement A.

=====

Arrangement A

17
Properties=species:S:1:pos:R:3:nbo_charge:R:1 method="wB97M-V/def2-TZVPD" gap_ev=8.737
C 0.906 1.471 -0.692 -0.415
C 0.740 0.572 -1.861 -0.343
C 0.378 0.072 -0.432 -0.217
C -1.078 -0.089 -0.020 -0.441
C -1.039 -0.241 1.476 -0.179
C -1.006 -1.429 2.074 -0.379
C 1.226 -1.076 -0.275 -0.061
H 0.190 2.282 -0.577 0.224
H 1.917 1.696 -0.360 0.225
H -0.119 0.691 -2.517 0.232
H 1.624 0.175 -2.352 0.235
H -1.679 0.775 -0.327 0.206
H -1.501 -0.989 -0.483 0.226
H -0.875 0.671 2.055 0.196
H -1.126 -2.348 1.501 0.202
H -0.830 -1.526 3.143 0.198
H 2.271 -0.706 -0.353 0.092

=====

Arrangement B

17
Properties=species:S:1:pos:R:3:nbo_charge:R:1 method="wB97M-V/def2-TZVPD" gap_ev=9.970
C -2.510 -0.112 -0.185 -0.422
C -1.194 0.009 -0.016 0.042
C -0.318 1.297 0.029 -0.437
C 1.077 0.686 0.335 -0.233
C 2.360 0.026 -0.168 -0.351
C 1.082 -0.663 -0.376 -0.268
C -0.179 -1.221 0.271 -0.408
H -3.053 -1.005 -0.304 0.207
H -3.150 0.871 -0.214 0.195
H -0.611 1.909 0.862 0.226
H -0.464 1.852 -0.942 0.224
H 0.899 0.400 1.362 0.182
H 2.762 0.392 -1.073 0.220
H 3.175 -0.472 0.443 0.228
H 0.694 -0.467 -1.386 0.183
H -0.107 -1.344 1.404 0.203
H -0.464 -2.159 -0.040 0.210

=====

Arrangement C

17
Properties=species:S:1:pos:R:3:nbo_charge:R:1 method="wB97M-V/def2-TZVPD" gap_ev=9.436
C -1.289 0.980 -1.331 -0.610
C -0.530 1.117 -0.020 -0.418
C -0.153 -0.215 0.626 0.039
C 1.461 -0.771 0.241 -0.376
C 1.027 -0.185 1.533 -0.446
C -1.252 -1.292 0.652 -0.136
C -0.291 -1.692 -0.132 -0.294
H -0.679 0.458 -2.077 0.200
H -1.557 1.962 -1.733 0.213
H -2.202 0.397 -1.183 0.231
H 0.375 1.724 -0.155 0.197
H -1.153 1.659 0.710 0.230
H 1.936 -1.748 0.257 0.243
H 1.866 -0.108 -0.519 0.224
H 1.405 0.807 1.754 0.227
H 1.001 -0.861 2.383 0.234
H 0.034 -2.232 -1.007 0.239

=====

Least stable of them? arrangement C.